Density functional theory data (ωB97M-V/def2-TZVPD) for C39H42I2N3OSiTi as an isolated structure.

XYZ file:
```
89
C39H42I2N3OSiTi | the Open Molecules 2025 dataset | ωB97M-V/def2-TZVPD
Ti 0.537 0.280 -0.133
I 6.205 3.575 3.845
C 4.874 2.347 2.834
C 5.334 1.471 1.866
C 4.437 0.669 1.167
I 5.262 -0.724 -0.133
C 3.070 0.761 1.410
O 2.138 0.072 0.684
C 2.626 1.601 2.430
C 1.158 1.655 2.737
N 0.384 1.989 1.525
C 0.692 3.319 1.007
C 0.184 3.427 -0.394
C -0.212 4.641 -0.925
C -0.668 4.697 -2.230
C -0.719 3.525 -2.965
C -0.305 2.353 -2.371
N 0.144 2.289 -1.107
C 3.520 2.398 3.127
H 6.391 1.393 1.654
H 0.979 2.382 3.533
H 0.799 0.683 3.072
H -0.606 1.930 1.746
H 1.777 3.449 1.005
H 0.274 4.115 1.628
H -0.163 5.529 -0.309
H -0.985 5.637 -2.662
H -1.081 3.507 -3.984
H -0.345 1.425 -2.910
H 3.150 3.053 3.905
C 3.214 -2.975 2.372
C 1.722 -2.849 2.210
C 1.004 -1.962 3.016
C -0.375 -1.863 2.937
C -1.151 -0.968 3.866
C -1.048 -2.663 2.007
C -0.365 -3.554 1.192
C -1.085 -4.449 0.217
C 1.027 -3.630 1.306
H 3.454 -3.548 3.270
H 3.687 -1.997 2.475
H 3.666 -3.483 1.521
H 1.546 -1.382 3.759
H -1.918 -1.536 4.394
H -1.664 -0.176 3.314
H -0.505 -0.513 4.618
H -2.130 -2.601 1.941
H -0.792 -5.490 0.364
H -0.845 -4.190 -0.816
H -2.167 -4.383 0.338
H 1.570 -4.339 0.689
C -1.365 0.149 0.518
C -2.518 0.521 0.641
C -3.896 0.896 0.791
C -4.282 2.228 0.620
C -5.611 2.589 0.759
C -6.564 1.626 1.069
C -6.185 0.301 1.239
C -4.857 -0.067 1.098
H -3.534 2.971 0.371
H -5.907 3.622 0.628
H -7.603 1.909 1.177
H -6.927 -0.449 1.479
H -4.555 -1.099 1.229
C 2.580 -2.491 -1.717
Si 1.943 -1.009 -2.615
C 1.838 -1.487 -4.402
C 2.911 0.581 -2.553
N 0.373 -0.618 -1.778
C -0.851 -0.941 -2.483
C -1.051 -0.559 -3.810
C -2.234 -0.863 -4.469
C -3.232 -1.574 -3.821
C -3.025 -1.989 -2.512
C -1.848 -1.678 -1.853
H 3.586 -2.778 -2.033
H 1.901 -3.318 -1.955
H 2.584 -2.355 -0.636
H 2.797 -1.958 -4.643
H 1.702 -0.641 -5.078
H 1.050 -2.217 -4.600
H 3.937 0.432 -2.899
H 2.983 1.042 -1.566
H 2.430 1.295 -3.229
H -0.275 -0.026 -4.344
H -2.368 -0.545 -5.495
H -4.153 -1.817 -4.334
H -3.783 -2.569 -2.000
H -1.690 -2.010 -0.838
```

Properties
ΔE to the lowest compared entry with this formula, charge and spin = 6.9 kcal per mole
DFT total energy = -3485.10358 Eh
Total charge = +1
HOMO = -10.84 eV
Frontier orbital gap = 7.256 eV
Multiplicity = 1

Mulliken population analysis, charges in e, atoms 1 to 5:
1 Ti -0.43
2 I 0.13
3 C -0.67
4 C -0.20
5 C 0.18



Density functional theory data (ωB97M-V/def2-TZVPD) for C39H43BClF2N4O2PPbSi as an isolated structure.

XYZ file:
```
95
C39H43BClF2N4O2PPbSi | the Open Molecules 2025 dataset | ωB97M-V/def2-TZVPD
Pb 0.449 -0.496 0.545
C 1.603 -2.326 4.269
C 1.068 -3.284 3.243
C 0.924 -4.640 3.497
C 0.424 -5.438 2.466
C 0.087 -4.889 1.253
C 0.257 -3.491 1.053
N 0.743 -2.743 2.075
N -0.007 -2.805 -0.073
Si -0.760 -3.379 -1.499
C 0.371 -4.544 -2.462
C -1.179 -1.901 -2.570
C -2.396 -4.275 -1.190
H 1.998 -2.851 5.139
H 0.810 -1.647 4.593
H 2.384 -1.717 3.812
H 1.212 -5.057 4.452
H 0.305 -6.506 2.618
H -0.290 -5.511 0.452
H 1.298 -4.024 -2.714
H -0.092 -4.896 -3.388
H 0.632 -5.418 -1.858
H -0.287 -1.413 -2.967
H -1.748 -1.162 -1.995
H -1.799 -2.203 -3.418
H -2.290 -5.209 -0.637
H -2.873 -4.504 -2.148
H -3.071 -3.624 -0.630
C -1.188 1.360 -3.904
C -1.041 2.853 -3.844
C -0.639 3.562 -4.971
C -0.499 4.942 -4.951
C -0.768 5.635 -3.783
C -1.174 4.942 -2.649
C -1.316 3.555 -2.653
P -1.810 2.583 -1.168
C -1.703 3.905 0.122
C -0.376 4.190 0.455
C -0.038 5.180 1.364
C -1.047 5.895 1.986
C -2.370 5.602 1.692
C -2.731 4.617 0.769
C -4.199 4.363 0.545
C -3.528 2.190 -1.536
C -4.227 2.749 -2.604
C -5.524 2.387 -2.927
C -6.131 1.376 -2.146
C -5.483 0.800 -1.093
C -4.155 1.201 -0.673
C -3.576 0.696 0.467
H -0.912 0.976 -4.888
H -2.213 1.059 -3.679
H -0.547 0.889 -3.156
H -0.429 3.012 -5.882
H -0.180 5.469 -5.843
H -0.666 6.714 -3.747
H -1.385 5.492 -1.741
H 0.409 3.595 0.002
H 1.003 5.356 1.608
H -0.810 6.658 2.718
H -3.160 6.151 2.193
H -4.785 4.999 1.212
H -4.446 3.321 0.753
H -4.504 4.564 -0.482
H -3.731 3.500 -3.212
H -6.035 2.829 -3.772
H -7.132 1.035 -2.396
H -5.974 0.019 -0.519
H -2.568 0.959 0.768
H -4.080 -0.073 1.040
Cl 4.382 -3.506 1.663
C 3.869 -2.293 0.432
C 3.829 -0.902 1.082
O 4.892 -0.291 1.207
O 2.685 -0.489 1.449
H 2.891 -2.604 0.076
H 4.612 -2.326 -0.357
F 2.537 -1.252 -2.140
B 1.763 -0.303 -1.561
F 1.822 0.843 -2.272
N 2.572 2.411 4.121
C 2.475 2.039 2.803
N 1.254 2.044 2.362
C 0.472 2.414 3.449
C -0.910 2.544 3.553
C -1.433 2.918 4.777
C -0.609 3.154 5.885
C 0.767 3.019 5.803
C 1.286 2.642 4.570
H 3.408 2.361 4.673
H 3.335 1.724 2.230
H -1.547 2.365 2.696
H -2.504 3.035 4.878
H -1.058 3.449 6.826
H 1.403 3.196 6.662
```

Properties
ΔE to the lowest compared entry with this formula, charge and spin = 0.0 kcal per mole
DFT total energy = -3390.18577 Eh
Total charge = -2
HOMO = -0.57 eV
Frontier orbital gap = 4.805 eV
Multiplicity = 1

Mulliken population analysis, charges in e, atoms 1 to 5:
1 Pb 0.44
2 C -1.13
3 C 0.17
4 C -0.78
5 C -0.63



Q: Number 2 is which compound?
A: C39H43BClF2N4O2PPbSi



Q: Which value of frontier orbital gap does entry 2 give?
A: 4.805 eV